Record 1
Here is one molecule with the formula C4H6N2O2 at a distorted geometry from the Open Molecules 2025 dataset. Energies are from the ωB97M-V functional and the def2-TZVPD basis.

Calculated values
Kohn-Sham gap = 0.3694 Ha
structure (SMILES) = NC(=O)C(=O)N1CC1
calculated total energy = -11319.237 eV

Last column: Löwdin charge in e.
CARTESIAN COORDINATES (ANGSTROEM)
C: -1.548 0.765 0.435  -0.111
C: 1.085 0.376 -0.896  -0.408
N: -1.063 -0.567 0.215  0.006
H: -0.626 -0.008 2.284  0.128
H: -2.543 1.076 0.075  0.124
H: 2.905 0.174 -2.025  0.116
N: 2.160 -0.243 -1.493  0.169
H: -0.844 1.541 0.327  0.077
H: -2.230 -0.618 2.013  0.107
C: 0.266 -0.774 -0.189  -0.329
O: 0.756 -1.856 -0.036  0.116
H: 2.125 -1.242 -1.423  0.083
C: -1.376 -0.195 1.509  -0.147
O: 0.934 1.571 -0.794  0.067

Record 2
Here is one molecule with the formula C4H6N2O2 at a distorted geometry from the Open Molecules 2025 dataset. Energies are from the ωB97M-V functional and the def2-TZVPD basis.

Calculated values
Kohn-Sham gap = 0.3730 Ha
structure (SMILES) = N[C@H]1[C@H]2OC=NO[C@@H]12
calculated total energy = -11314.737 eV

Last column: Löwdin charge in e.
CARTESIAN COORDINATES (ANGSTROEM)
C: -0.786 0.583 -0.468  -0.115
O: 0.577 -1.626 -0.458  -0.064
H: 2.421 1.128 -1.340  0.188
O: 0.470 1.255 -0.632  -0.063
N: 1.518 -0.779 -0.957  0.042
H: 0.528 -0.562 2.126  0.152
H: -2.011 -0.320 1.094  0.106
C: -1.028 -0.160 0.886  -0.289
C: -0.675 -0.990 -0.254  -0.191
H: -1.636 1.076 -1.041  0.167
N: -0.050 0.391 1.801  0.021
H: 0.700 1.024 1.140  0.155
H: -1.444 -1.528 -0.814  0.153
C: 1.415 0.507 -1.084  -0.261

Record 3
Here is C4H6N2O2 as an isolated structure at a distorted geometry from the Open Molecules 2025 dataset. Energies are from the ωB97M-V functional and the def2-TZVPD basis.

Calculated values
Kohn-Sham gap (spin up / spin down) = 0.3094 / 0.3094 Ha
calculated total energy = -11313.690 eV

Last column: Löwdin charge in e.
CARTESIAN COORDINATES (ANGSTROEM)
H: 0.568 -2.654 0.064  0.082
H: 0.693 -1.664 -1.388  0.102
O: -2.130 -0.339 -0.825  0.100
C: 0.184 0.782 0.226  -0.414
C: 0.870 -1.671 -0.306  -0.011
N: 0.970 1.821 -0.225  0.125
H: -2.836 0.317 -0.908  0.120
N: -0.233 0.707 1.670  0.176
H: 0.873 2.649 0.350  0.095
H: 1.943 1.591 -0.379  0.085
H: 1.940 -1.538 -0.133  0.088
C: -1.265 0.012 0.173  -0.436
C: 0.085 -0.605 0.334  -0.093
O: -1.661 0.591 1.347  -0.019